The following is a quantum chemistry calculation of a 7-piece molecular cluster, C7H28N14O7 overall at a distorted geometry, from the Open Molecules 2025 dataset.

Each line ends with the Mulliken charge.
Cartesian coordinates (Å):
N1 26.197 25.997 -6.875  -0.34
N2 24.840 24.359 -6.720  -0.27
H1 24.507 23.454 -6.420  0.20
H2 19.246 25.214 -17.185  0.24
H3 24.635 26.466 -13.811  0.16
H4 21.597 25.505 -8.833  0.06
H5 26.679 28.874 -13.044  0.23
N3 25.971 30.613 -8.898  -0.41
C1 22.764 25.675 -10.337  0.48
H6 16.439 26.409 -10.679  0.17
C2 26.043 24.742 -6.561  0.55
H7 22.620 28.148 -6.958  0.16
H8 25.168 28.227 -13.697  0.14
C3 19.544 25.332 -15.177  0.72
C4 26.063 29.361 -9.055  0.66
O1 27.177 28.892 -8.999  -0.67
H9 17.844 25.276 -16.158  0.14
H10 20.876 25.012 -10.385  0.17
H11 24.132 29.325 -9.269  0.15
O2 26.940 24.007 -6.138  -0.71
N4 25.540 26.120 -13.525  -0.45
N5 21.733 27.829 -7.322  -0.32
N6 18.813 25.686 -14.168  -0.14
H12 22.701 27.197 -5.547  0.14
C5 21.172 26.814 -6.725  0.62
H13 25.147 31.122 -9.183  0.15
N7 24.947 28.728 -9.232  -0.15
N8 21.926 26.577 -5.732  -0.37
H14 21.789 25.399 -12.228  0.23
H15 17.460 26.310 -12.159  0.18
N9 17.326 26.350 -11.158  -0.43
H16 25.874 25.179 -13.675  0.18
H17 17.740 26.309 -8.928  0.16
O3 19.379 25.915 -11.452  -0.95
N10 22.612 25.387 -11.643  -0.31
H18 21.640 25.922 -5.018  0.21
N11 18.848 25.301 -16.261  -0.40
H19 27.139 26.296 -6.669  0.23
N12 18.607 26.325 -9.446  -0.21
H20 21.310 28.044 -8.214  0.23
H21 23.533 25.476 -12.047  0.16
O4 20.776 25.282 -15.189  -0.69
O5 27.554 26.566 -12.572  -0.66
N13 25.991 28.138 -13.118  -0.40
C6 26.428 26.904 -12.926  0.76
H22 19.151 25.714 -13.216  0.24
H23 24.178 24.934 -7.221  0.14
O6 23.684 26.047 -9.689  -0.57
H24 24.809 27.809 -9.627  0.11
H25 26.810 31.154 -8.745  0.24
H26 19.450 26.307 -8.890  0.23
C7 18.509 26.180 -10.668  0.71
N14 21.643 25.368 -9.833  -0.20
H27 17.839 25.869 -14.364  0.15
H28 25.742 26.203 -7.753  0.14
O7 20.241 26.116 -7.109  -0.80

LUMO energy: 0.078 eV
energy relative to the best compared isomer or geometry (same formula, charge and spin): 126.90 kcal/mol
HOMO energy: -8.84 eV
HOMO-LUMO gap: 0.328 Eh
SMILES: NC(N)=O.NC(N)=O.NC(N)=O.NC(N)=O.NC(N)=O.NC(N)=O.NC(N)=O